The following is a DFT calculation (ωB97M-V/def2-TZVPD) of a structure of composition C5H11NOS in a non-equilibrium geometry.

HOMO level = -7.94 eV
strongest force on any atom = 10.36 eV/A
M = 133.22 u
E_LUMO = 0.71 eV

Structure (ORCA input):
```
! wB97M-V def2-TZVPD RIJCOSX def2/J DEFGRID3
* xyz 0 1
C -2.10 -1.52 0.12
C -0.22 -0.09 0.55
C 0.86 -0.58 -0.53
C 0.69 0.92 0.06
C 0.54 1.92 -0.79
H -2.78 -1.40 1.36
H -2.90 -1.50 -0.98
H -1.28 -2.56 -0.08
H -2.10 0.63 0.50
H 0.27 -0.21 1.64
H 0.27 -0.92 -1.51
H 2.21 -1.29 1.29
H 0.09 2.80 -0.21
H 0.00 1.73 -1.91
H 1.47 2.11 -1.18
H 2.64 0.89 0.72
N -1.56 -0.07 0.07
O 1.75 0.88 1.11
S 2.16 -1.75 -0.23
*
```